Record 1
This record from the Open Molecules 2025 dataset describes the molecule C4H9NO at a distorted geometry. The level of theory is ωB97M-V with the def2-TZVPD basis set.

Values from the calculation:
SMILES = CC(C)=[N+](C)[O-]
ΔE to the lowest compared entry with this formula, charge and spin = 108.6 kcal/mol
DFT total energy = -287.65938 Ha

Each line ends with the natural charge from an NBO analysis.
Geometry (Å):
C: 0.11761 -0.38632 0.01656  0.33
C: 0.29411 -1.90562 0.18589  -0.66
C: 1.38082 0.32664 0.00145  -0.68
C: -1.13045 1.67000 -0.15999  -0.45
N: -1.02158 0.22227 -0.12208  -0.02
O: -2.40891 -0.52788 -0.03951  -0.64
H: -0.68022 -2.40092 0.07207  0.28
H: 0.65020 -1.96635 1.22898  0.23
H: 1.15644 -2.13271 -0.43503  0.22
H: 1.92031 0.10688 0.88235  0.24
H: 2.00244 0.00815 -0.79954  0.24
H: 1.23427 1.38397 -0.22998  0.23
H: -1.03955 1.82055 -1.24870  0.22
H: -2.14424 1.82946 0.06110  0.26
H: -0.33125 1.95187 0.58644  0.22



Record 2
This record from the Open Molecules 2025 dataset describes the molecule C4H9NO at a distorted geometry. The level of theory is ωB97M-V with the def2-TZVPD basis set.

Values from the calculation:
SMILES = C[C@@H](O)[C@H]1CN1
ΔE to the lowest compared entry with this formula, charge and spin = 51.2 kcal/mol
DFT total energy = -287.75085 Ha

Each line ends with the natural charge from an NBO analysis.
Geometry (Å):
C: -1.83336 -0.10397 -0.08698  -0.65
C: -0.55649 0.71129 -0.08193  0.08
O: -0.28937 1.24181 1.18843  -0.70
C: 0.58261 -0.18613 -0.57304  -0.11
C: 1.95495 0.03171 -0.08158  -0.26
N: 1.15652 -1.08777 0.42271  -0.61
H: -2.59702 0.53019 0.52819  0.22
H: -2.12337 -0.38118 -1.11504  0.22
H: -1.69673 -1.04057 0.47834  0.21
H: -0.64774 1.57632 -0.75701  0.17
H: -0.75935 0.57605 1.77635  0.47
H: 0.45776 -0.56097 -1.59127  0.19
H: 2.10694 0.82694 0.64266  0.21
H: 2.78874 -0.16829 -0.75180  0.19
H: 1.45591 -1.96543 0.00197  0.35



Record 3
This record from the Open Molecules 2025 dataset describes the molecule C4H9NO at a distorted geometry. The level of theory is ωB97M-V with the def2-TZVPD basis set.

Values from the calculation:
SMILES = OCCN1CC1
ΔE to the lowest compared entry with this formula, charge and spin = 114.5 kcal/mol
DFT total energy = -287.64995 Ha

Each line ends with the natural charge from an NBO analysis.
Geometry (Å):
O: -1.59018 -1.43278 -0.21813  -0.78
C: -0.84512 -0.37796 0.87022  -0.08
C: -0.40201 1.06594 0.50202  -0.27
N: 0.64295 1.07224 -0.50448  -0.41
C: 1.74874 0.17948 -0.20050  -0.27
C: 0.62911 -0.30440 -1.08859  -0.38
H: -2.26968 -1.04165 -0.81089  0.48
H: 0.02193 -0.96182 1.22186  0.21
H: -1.64992 -0.39278 1.56960  0.21
H: -1.25840 1.60360 0.09008  0.20
H: -0.10527 1.64559 1.40841  0.22
H: 2.70163 0.48859 -0.64266  0.20
H: 1.87511 -0.16199 0.83172  0.18
H: -0.36100 -1.08400 -0.88654  0.32
H: 0.86212 -0.29804 -2.14213  0.19



Record 4
This record from the Open Molecules 2025 dataset describes a cluster of 2 separate species, C4H9NO in total at a distorted geometry. The level of theory is ωB97M-V with the def2-TZVPD basis set.

Values from the calculation:
<S²> = 2.0147
multiplicity = 3
ΔE to the lowest compared entry with this formula, charge and spin = 57.9 kcal/mol
DFT total energy = -287.52857 Ha

Each line ends with the natural charge from an NBO analysis.
Geometry (Å):
C: 0.03426 1.88791 0.79508  -0.55
C: -0.06555 0.97348 -0.14546  0.19
C: -1.17171 -1.06846 -0.01210  -0.59
C: -0.82515 0.10590 -0.97760  -0.54
N: 2.71080 0.54174 0.09359  -0.31
O: 1.60861 -0.16503 0.11820  -0.31
H: 0.88194 2.08994 1.34161  0.18
H: -0.82311 2.57614 0.84893  0.19
H: -0.29441 -1.20325 0.61461  0.23
H: -1.54637 -2.10013 -0.41310  0.21
H: -2.11926 -0.67794 0.57673  0.20
H: -1.82048 0.54249 -1.31601  0.21
H: -0.17324 -0.22696 -1.74449  0.22
H: 2.73325 1.38758 0.62522  0.34
H: 2.96824 0.82238 -0.84355  0.34



Record 5
This record from the Open Molecules 2025 dataset describes the ion C4H9NO with charge +1 at a distorted geometry. The level of theory is ωB97M-V with the def2-TZVPD basis set.

Values from the calculation:
<S²> = 0.7551
multiplicity = 2
charge = +1
ΔE to the lowest compared entry with this formula, charge and spin = 35.1 kcal/mol
DFT total energy = -287.44485 Ha

Each line ends with the natural charge from an NBO analysis.
Geometry (Å):
C: 0.61194 1.06835 1.89347  -0.51
N: 0.96045 0.01663 1.00810  -0.12
C: 0.50938 0.02685 -0.34924  -0.27
C: -0.76463 -0.75090 -0.73196  -0.50
C: -0.94029 -0.70328 -2.25478  0.45
O: -0.06920 -0.55745 -3.04573  -0.44
H: 1.17766 1.98095 1.71101  0.28
H: 0.64010 0.72057 2.92833  0.26
H: -0.42660 1.38930 1.98594  0.29
H: 0.84691 -0.89763 1.44613  0.41
H: 1.33787 -0.48776 -0.86171  0.28
H: 0.42634 1.05210 -0.69670  0.24
H: -0.63001 -1.77325 -0.36579  0.25
H: -1.65112 -0.38615 -0.21067  0.24
H: -2.02881 -0.69832 -2.45640  0.15



Record 6
This record from the Open Molecules 2025 dataset describes a cluster of 2 separate species, C4H9NO in total at a distorted geometry. The level of theory is ωB97M-V with the def2-TZVPD basis set.

Values from the calculation:
<S²> = 0.7696
multiplicity = 2
charge = +1
ΔE to the lowest compared entry with this formula, charge and spin = 39.7 kcal/mol
DFT total energy = -287.43749 Ha

Each line ends with the natural charge from an NBO analysis.
Geometry (Å):
C: -2.61010 0.84422 1.58612  -0.14
C: -2.46792 0.74378 0.22396  0.06
N: -1.51069 0.06548 -0.38322  -0.54
H: -1.83470 0.55374 2.28196  0.23
H: -3.47501 1.33639 2.01622  0.24
H: -3.18080 1.11694 -0.49171  0.24
H: -0.54417 -0.04874 -0.04387  0.46
H: -1.70172 -0.45280 -1.23447  0.44
C: 2.80866 -1.53767 -0.74817  -0.45
C: 2.65404 -0.24902 -0.51757  0.11
O: 1.36006 0.27378 -0.56993  -0.76
H: 3.77631 -1.98781 -0.93380  0.23
H: 1.99933 -2.25245 -0.77649  0.21
H: 3.34997 0.36098 0.04793  0.20
H: 1.37674 1.23319 -0.45695  0.49



Record 7
This record from the Open Molecules 2025 dataset describes a structure of composition C4H9NO2 at a distorted geometry. The level of theory is ωB97M-V with the def2-TZVPD basis set.

Values from the calculation:
<S²> = 0.7540
multiplicity = 2
charge = -1
ΔE to the lowest compared entry with this formula, charge and spin = 158.2 kcal/mol
DFT total energy = -362.78293 Ha

Each line ends with the natural charge from an NBO analysis.
Geometry (Å):
C: 0.39981 1.62842 -0.96147  -0.11
O: 0.96678 2.40293 0.03249  -0.28
C: -0.15947 0.20088 -0.63153  -0.28
C: 0.60668 -0.46389 0.69225  -0.39
C: -0.18527 -1.16554 1.81093  -0.01
O: 0.56672 -1.65566 2.81105  -0.92
N: -0.88684 -0.17900 -2.04635  -0.88
H: 1.19560 1.49666 -1.71555  0.21
H: -0.41126 2.24585 -1.39361  0.20
H: -0.17698 -0.81501 -1.30715  0.40
H: 1.23665 0.28526 1.15837  0.23
H: 1.24190 -1.23484 0.21353  0.17
H: -0.92976 -0.41889 2.22127  0.07
H: -0.84768 -1.89751 1.27558  0.05
H: -1.07543 0.53703 -0.13846  0.21
H: -1.54147 -0.96670 -2.02133  0.34



Record 8
This record from the Open Molecules 2025 dataset describes a cluster of 2 separate species, C4H9NO2 in total at a distorted geometry. The level of theory is ωB97M-V with the def2-TZVPD basis set.

Values from the calculation:
SMILES = CC(C)=NO.C=O
ΔE to the lowest compared entry with this formula, charge and spin = 110.2 kcal/mol
DFT total energy = -362.91000 Ha

Each line ends with the natural charge from an NBO analysis.
Geometry (Å):
C: 1.64206 0.97539 -1.02245  -0.69
C: 0.98052 -1.34376 -0.05318  -0.64
C: -2.22174 -0.33908 1.20795  0.30
C: 0.68154 0.09936 -0.35948  0.21
N: -0.43536 0.34842 0.13204  -0.12
O: -0.91447 1.60760 -0.12284  -0.59
O: -2.85771 0.52183 0.63818  -0.61
H: 1.30953 2.00407 -1.30071  0.26
H: 2.62549 1.08102 -0.48218  0.24
H: 2.06341 0.48121 -2.05839  0.23
H: 0.03649 -1.95144 -0.14995  0.23
H: 1.18356 -1.58413 1.08454  0.23
H: 1.73070 -1.68441 -0.77888  0.22
H: -2.41489 -1.38099 0.91020  0.11
H: -1.52567 -0.38343 2.04302  0.14
H: -1.88347 1.54833 0.31213  0.49



Record 9
This record from the Open Molecules 2025 dataset describes the molecule C4H9NO2 at a distorted geometry. The level of theory is ωB97M-V with the def2-TZVPD basis set.

Values from the calculation:
SMILES = CC(C)=C(O)NO
ΔE to the lowest compared entry with this formula, charge and spin = 83.5 kcal/mol
DFT total energy = -362.95246 Ha

Each line ends with the natural charge from an NBO analysis.
Geometry (Å):
C: -0.62728 0.04092 0.03832  -0.20
C: -1.05180 -0.84897 1.17719  -0.62
C: -1.76269 0.83210 -0.56278  -0.62
C: 0.66137 0.31579 -0.27246  0.45
O: 2.92298 -0.31672 -0.62819  -0.57
O: 0.98115 1.34868 -1.10816  -0.67
N: 1.71206 -0.49053 0.06189  -0.37
H: 3.61070 -0.49033 0.04271  0.49
H: 1.93293 1.19117 -1.25991  0.49
H: 1.34199 -1.44885 0.22930  0.38
H: -0.23588 -1.45159 1.58413  0.19
H: -1.45554 -0.24745 1.99894  0.21
H: -2.10159 1.60495 0.13526  0.20
H: -1.48660 1.32847 -1.49777  0.23
H: -2.60975 0.17364 -0.78277  0.20
H: -1.83206 -1.54129 0.84431  0.21



Record 10
This record from the Open Molecules 2025 dataset describes the molecule C4H9NO2. The level of theory is ωB97M-V with the def2-TZVPD basis set.

Values from the calculation:
SMILES = COC/C(C)=N\O
ΔE to the lowest compared entry with this formula, charge and spin = 78.2 kcal/mol
DFT total energy = -362.96097 Ha

Each line ends with the natural charge from an NBO analysis.
Geometry (Å):
C: 1.72107 0.28275 -0.48998  -0.26
O: 1.45406 -0.09298 0.84764  -0.53
C: 0.12312 0.07294 1.28530  -0.13
C: -0.83689 -0.11693 0.13994  0.20
N: -1.23893 0.83613 -0.60605  -0.13
O: -0.76724 2.07882 -0.17621  -0.58
C: -1.15129 -1.52667 -0.26484  -0.65
H: 2.80481 0.23185 -0.58700  0.19
H: 1.27207 -0.41387 -1.21997  0.16
H: 1.37747 1.29758 -0.74155  0.18
H: -0.01222 1.05811 1.73761  0.20
H: -0.05207 -0.69855 2.04343  0.19
H: -1.06343 2.66628 -0.88215  0.48
H: -1.84197 -2.01769 0.43200  0.23
H: -0.21324 -2.09636 -0.24760  0.23
H: -1.57532 -1.56140 -1.27058  0.23



Record 11
This record from the Open Molecules 2025 dataset describes the molecule C4H9NO2. The level of theory is ωB97M-V with the def2-TZVPD basis set.

Values from the calculation:
SMILES = CC(=O)NCCO
ΔE to the lowest compared entry with this formula, charge and spin = 24.3 kcal/mol
DFT total energy = -363.04673 Ha

Each line ends with the natural charge from an NBO analysis.
Geometry (Å):
C: -0.98086 -1.92758 0.66216  -0.73
C: -1.23796 -0.97350 -0.48708  0.69
N: -0.45314 0.16266 -0.57591  -0.63
C: 0.46356 0.55209 0.48232  -0.24
C: 1.50727 1.51097 -0.07127  -0.06
O: 2.38003 1.82485 1.02331  -0.72
O: -2.10446 -1.20029 -1.29547  -0.59
H: -1.06255 -1.44463 1.63360  0.23
H: -0.02012 -2.43645 0.63343  0.23
H: -1.74933 -2.68146 0.57535  0.24
H: -0.92402 0.98100 -0.94614  0.39
H: 1.03773 -0.29496 0.83022  0.21
H: 0.02070 1.06273 1.34447  0.19
H: 2.09098 1.03095 -0.86049  0.17
H: 1.04262 2.41336 -0.44918  0.16
H: 3.20171 2.15073 0.63258  0.47



Record 12
This record from the Open Molecules 2025 dataset describes the molecule C4H9NO2 at a distorted geometry. The level of theory is ωB97M-V with the def2-TZVPD basis set.

Values from the calculation:
SMILES = NCCCC(=O)O
ΔE to the lowest compared entry with this formula, charge and spin = 59.2 kcal/mol
DFT total energy = -362.99116 Ha

Each line ends with the natural charge from an NBO analysis.
Geometry (Å):
O: 1.73080 -1.67294 1.88022  -0.57
C: 0.77143 -0.97151 1.62363  0.78
O: -0.41478 -0.85644 2.27979  -0.68
C: 0.52326 -0.72397 0.22514  -0.54
C: -0.79307 0.01341 -0.24249  -0.42
C: -0.76787 1.11055 -1.37333  -0.21
N: 0.57144 1.64570 -1.34738  -0.84
H: -0.35340 -1.64238 2.78355  0.49
H: 1.58784 -0.46349 -0.12244  0.23
H: 0.35152 -1.66536 -0.19768  0.25
H: -1.51004 -0.81692 -0.50375  0.20
H: -1.21891 0.54848 0.59863  0.22
H: -1.11463 0.73076 -2.33406  0.19
H: -1.47131 1.88646 -1.20561  0.19
H: 0.81510 1.94497 -0.38098  0.35
H: 1.29263 0.93266 -1.68326  0.36



Record 13
This record from the Open Molecules 2025 dataset describes the molecule C4H9NO2. The level of theory is ωB97M-V with the def2-TZVPD basis set.

Values from the calculation:
SMILES = C[C@@H](O)CNC=O
ΔE to the lowest compared entry with this formula, charge and spin = 17.0 kcal/mol
DFT total energy = -363.05847 Ha

Each line ends with the natural charge from an NBO analysis.
Geometry (Å):
C: -2.07574 -0.65738 -0.31453  -0.63
C: -0.59992 -0.39794 -0.60574  0.09
O: -0.44419 0.76341 -1.39365  -0.74
C: 0.18273 -0.31772 0.70556  -0.26
N: 1.61200 -0.11655 0.53076  -0.61
C: 2.13832 1.10774 0.31497  0.54
O: 1.47920 2.13247 0.20778  -0.64
H: -2.21273 -1.56574 0.28698  0.20
H: -2.63006 -0.77794 -1.25069  0.22
H: -2.50937 0.19400 0.22746  0.21
H: -0.20120 -1.24388 -1.18744  0.16
H: -0.02861 1.45810 -0.85388  0.50
H: -0.20029 0.51918 1.30269  0.22
H: 0.03380 -1.23877 1.27927  0.21
H: 2.22821 -0.91408 0.54136  0.40
H: 3.24003 1.10832 0.25835  0.12



Record 14
This record from the Open Molecules 2025 dataset describes the molecule C4H9NO2. The level of theory is ωB97M-V with the def2-TZVPD basis set.

Values from the calculation:
SMILES = COC/C(C)=N\O
ΔE to the lowest compared entry with this formula, charge and spin = 86.9 kcal/mol
DFT total energy = -362.94707 Ha

Each line ends with the natural charge from an NBO analysis.
Geometry (Å):
C: -1.46364 0.33743 0.89617  -0.26
O: -0.17512 0.81516 1.31480  -0.55
C: 1.06144 0.25349 0.82332  -0.12
C: 0.68555 -0.24078 -0.52824  0.20
N: 0.05488 -1.34146 -0.67287  -0.14
O: 0.07003 -2.09906 0.50186  -0.59
C: 0.62300 0.76846 -1.63111  -0.65
H: -2.06345 0.92621 1.57763  0.20
H: -1.75857 0.57703 -0.14517  0.17
H: -1.67381 -0.73155 1.05488  0.19
H: 1.43464 -0.53080 1.49214  0.20
H: 1.82853 1.04729 0.76883  0.19
H: -0.41733 -2.88881 0.24381  0.48
H: 1.61816 1.11934 -1.92361  0.22
H: 0.06310 1.64717 -1.27845  0.23
H: 0.11260 0.34086 -2.49400  0.23



Record 15
This record from the Open Molecules 2025 dataset describes a structure of composition C4H9NO2 at a distorted geometry. The level of theory is ωB97M-V with the def2-TZVPD basis set.

Values from the calculation:
ΔE to the lowest compared entry with this formula, charge and spin = 67.6 kcal/mol
DFT total energy = -362.97780 Ha

Each line ends with the natural charge from an NBO analysis.
Geometry (Å):
C: 0.18054 -1.29017 -1.32362  -0.66
C: 0.40727 -0.17662 -0.36523  0.11
C: 0.05858 1.23563 -0.81075  -0.12
O: 0.63664 2.26656 -0.06113  -0.72
N: -0.89883 -0.65813 0.94010  -0.72
C: -0.35460 -0.14421 2.02641  0.50
O: 0.71043 0.46655 1.95439  -0.70
H: 0.36012 -2.23243 -0.80198  0.23
H: 0.88041 -1.22220 -2.16266  0.22
H: -0.84611 -1.25246 -1.68352  0.21
H: 1.45367 -0.17687 0.00312  0.24
H: 0.42439 1.35726 -1.84435  0.19
H: -1.03539 1.29312 -0.84297  0.17
H: 0.66931 1.94712 0.85826  0.50
H: -1.79892 -1.15804 1.10850  0.40
H: -0.84751 -0.25511 3.00544  0.13